Record 1
The following is a DFT calculation (wB97M-V/def2-TZVPD) of a cluster of 15 separate species, C4H40N3O14 in total.

Positions of all 61 atoms, in Å:
C  -0.97  0.12  1.63
C  -0.37  0.05  0.16
C  -0.28  -1.55  -0.14
N  -0.18  -3.58  -1.97
C  -1.06  -2.56  -2.20
N  -1.23  -1.65  -1.23
N  -2.41  -0.27  1.45
H  -0.82  1.09  2.18
H  -0.46  -0.61  2.26
H  0.60  0.64  0.05
H  -0.90  0.49  -0.68
H  -0.36  -2.25  0.68
H  0.81  -1.53  -0.29
H  0.08  -4.18  -2.77
H  0.74  -3.31  -1.61
H  -1.82  -2.56  -2.99
H  -2.96  0.65  1.27
H  -2.82  -0.96  2.19
H  -2.37  -0.77  0.50
H  4.06  -0.24  -1.60
H  3.37  0.91  -0.82
O  3.84  0.07  -0.72
H  -2.13  -3.11  2.81
H  -2.78  -1.88  3.54
O  -2.90  -2.52  2.83
H  3.24  -3.15  -0.85
H  2.44  -4.41  -0.50
O  2.35  -3.48  -0.75
H  -3.60  2.75  1.35
H  -2.24  2.97  0.79
O  -2.69  2.42  1.47
H  0.96  4.36  1.73
H  2.10  3.24  1.75
O  1.47  3.74  1.23
H  0.73  3.54  -3.03
H  -0.09  2.88  -1.86
O  0.66  2.77  -2.46
H  -0.25  2.64  0.05
H  -0.53  4.15  0.19
O  -0.78  3.36  -0.35
H  2.16  2.77  -1.59
H  2.81  3.25  -0.32
O  2.89  2.54  -0.99
H  4.06  -1.08  1.75
H  3.14  -0.52  0.75
O  3.11  -1.04  1.55
H  -2.08  -0.10  -3.96
H  -2.63  -0.31  -2.72
O  -2.80  0.31  -3.43
H  0.76  -0.34  -2.28
H  1.52  -0.05  -3.56
O  0.72  -0.50  -3.23
H  -0.12  -4.14  2.41
H  0.46  -3.32  3.66
O  -0.18  -3.35  2.95
H  2.15  1.04  2.59
H  2.63  1.72  3.88
O  2.20  1.91  3.06
H  -4.37  0.54  -1.36
H  -3.22  1.42  -1.62
O  -3.61  0.98  -0.84

Calculated values
* multiplicity: 2
* energy relative to the best compared isomer or geometry (same formula, charge and spin): 0.0 kJ/mol
* lowest unoccupied orbital energy (spin up / spin down): -6.72 / -10.82 eV
* total charge: +2
* energy: -1393.36020 Eh
* molecular weight: 354.4 Da



Record 2
The following is a DFT calculation (wB97M-V/def2-TZVPD) of a cluster of 16 separate species, C4H42NO15 in total.

Positions of all 62 atoms, in Å:
C  2.03  0.94  1.77
C  1.00  1.04  0.69
N  1.33  0.08  -0.41
C  1.68  -1.31  -0.17
C  3.17  -1.64  -0.52
H  2.10  1.76  2.46
H  2.95  0.52  1.35
H  1.70  0.09  2.46
H  -0.04  0.89  1.12
H  0.89  1.96  0.08
H  2.21  0.44  -0.93
H  0.62  -0.02  -1.18
H  1.08  -2.11  -0.59
H  1.52  -1.73  0.84
H  3.76  -0.70  -0.51
H  3.59  -2.13  0.44
H  3.49  -2.11  -1.46
H  -1.56  -1.66  1.63
H  -0.47  -2.22  2.65
O  -0.60  -2.03  1.70
H  -1.42  4.04  0.17
H  -1.16  4.91  1.41
O  -1.08  4.82  0.52
H  0.46  -2.45  4.65
H  -1.15  -2.11  4.45
O  -0.38  -2.67  4.23
H  -3.25  -0.21  -2.19
H  -2.12  -0.23  -1.09
O  -3.03  0.09  -1.29
H  -0.95  -0.81  -3.95
H  -1.77  0.17  -4.85
O  -1.84  -0.45  -4.21
H  -0.12  0.02  5.03
H  -0.23  0.16  3.52
O  0.15  -0.45  4.17
H  2.10  2.42  -2.14
H  3.46  2.42  -3.03
O  2.64  1.97  -2.79
H  -1.74  -4.20  -0.42
H  -0.83  -3.40  0.38
O  -0.82  -3.96  -0.39
H  -3.73  -2.72  -1.22
H  -4.04  -3.25  0.19
O  -3.44  -3.29  -0.49
H  0.07  -3.29  -1.84
H  0.26  -3.30  -3.40
O  0.17  -2.77  -2.63
H  -2.20  1.68  0.56
H  -3.45  1.86  1.41
O  -2.48  2.05  1.36
H  -0.13  1.47  -2.75
H  -1.45  1.47  -1.81
O  -0.52  1.44  -1.85
H  1.80  4.26  0.21
H  0.58  5.06  -0.58
O  1.30  4.34  -0.73
H  -1.91  2.08  2.83
H  -1.47  1.95  4.47
O  -1.37  1.59  3.49
H  1.75  0.27  -4.18
H  1.73  -0.87  -3.15
O  1.16  -0.18  -3.56

Calculated values
* multiplicity: 1
* energy relative to the best compared isomer or geometry (same formula, charge and spin): 342.4 kJ/mol
* lowest unoccupied orbital energy: -2.55 eV
* total charge: +1
* energy: -1360.63216 Eh
* molecular weight: 344.4 Da



Record 3
The following is a DFT calculation (wB97M-V/def2-TZVPD) of a structure of composition C4H44BO30.

Positions of all 79 atoms, in Å:
O  -4.84  17.04  2.36
C  -5.05  15.96  2.91
O  -6.20  15.49  2.91
B  -6.10  14.23  3.64
O  -4.67  14.08  3.99
C  -4.08  15.14  3.49
O  -2.97  15.45  3.58
O  -6.51  13.03  2.87
C  -7.26  12.37  3.66
O  -7.25  11.17  3.66
C  -7.70  13.16  4.80
O  -6.95  14.18  4.86
O  -8.69  13.00  5.54
O  -8.01  17.23  1.28
H  -7.51  17.48  2.06
H  -7.52  16.58  0.80
O  -10.02  11.65  8.00
H  -10.11  10.73  8.31
H  -9.20  11.65  7.55
O  -1.60  17.28  4.95
H  -0.97  17.66  4.26
H  -2.08  16.59  4.51
O  -10.70  14.74  6.16
H  -11.50  14.33  6.36
H  -10.12  14.16  5.66
O  -7.44  10.89  7.41
H  -7.34  10.30  8.20
H  -7.07  11.70  7.52
O  -1.80  18.23  2.16
H  -2.01  19.15  2.38
H  -2.66  17.80  2.20
O  -2.26  13.73  1.57
H  -2.61  14.22  0.83
H  -2.80  12.98  1.62
O  -6.85  13.87  7.98
H  -7.73  14.22  8.07
H  -6.37  14.70  7.66
O  -1.18  13.52  4.30
H  -1.82  14.13  3.89
H  -0.91  14.06  5.03
O  -5.76  16.33  -0.07
H  -5.36  16.77  0.68
H  -5.33  15.45  -0.03
O  -5.83  9.44  5.82
H  -6.26  10.10  6.36
H  -6.52  9.00  5.32
O  -3.68  11.28  1.79
H  -4.28  11.42  1.09
H  -4.06  11.43  2.66
O  -9.92  12.74  2.52
H  -10.51  13.46  2.52
H  -10.45  12.10  2.94
O  -4.70  19.80  1.09
H  -4.38  19.10  0.55
H  -5.40  20.17  0.55
O  -7.52  16.94  5.01
H  -6.93  16.35  5.39
H  -8.00  16.32  4.47
O  -10.91  11.39  5.21
H  -10.86  10.64  5.77
H  -10.11  11.80  5.44
O  -4.76  12.59  6.71
H  -4.63  12.60  5.77
H  -5.45  13.24  6.96
O  -7.78  8.62  4.24
H  -7.51  9.50  4.04
H  -8.24  8.51  5.08
O  -6.90  19.15  3.26
H  -5.95  19.16  3.24
H  -7.03  18.53  3.99
O  -5.34  13.40  0.13
H  -5.98  13.57  0.81
H  -5.54  12.57  -0.22
O  -5.57  15.94  6.73
H  -4.72  15.51  6.57
H  -5.23  16.53  7.36
O  -8.06  14.37  0.72
H  -8.31  13.51  1.04
H  -7.55  14.29  -0.08

Calculated values
* multiplicity: 1
* lowest unoccupied orbital energy: 1.40 eV
* total charge: -1
* energy: -2461.15750 Eh
* molecular weight: 583.2 Da



Number 1: maximum force 4.32 eV/A. Number 2: maximum force 4.89 eV/A. Number 3: maximum force 7.32 eV/A.